4 unconnected molecules or ions with the total composition C36H70BBr2FN7O10 at a distorted geometry, computed with ωB97M-V/def2-TZVPD.

## Properties
HOMO level = -9.9 eV
Charge = +1
Frontier orbital gap = 5.7 eV
Maximum force = 0.1242 hartree/bohr
LUMO energy = -4.2 eV

Each atom is followed by the atoms it is bonded to, with distances in Å.
Positions of all 127 atoms, in Å:
1 C -3.9079 2.9727 0.2357  C2 1.643, H31 1.157, H32 1.160, H33 1.142
2 C -2.3933 3.2839 -0.3206  C1 1.643, C3 1.604, H34 1.141, H35 1.156
3 C -2.2895 2.5599 -1.7483  C2 1.604, C4 1.606, H36 1.142, H37 1.162
4 C -1.1212 3.0844 -2.7178  C3 1.606, C5 1.637, C6 1.627, H38 1.163
5 C -0.8888 4.7029 -2.6504  C4 1.637, H39 1.157, H40 1.146, H41 1.141
6 C 0.2818 2.2767 -2.5606  C4 1.627, Br7 2.028, C8 1.604, N27 1.523
7 Br 0.9804 2.5132 -0.6719  C6 2.028
8 C 1.4476 2.5620 -3.6250  C6 1.604, C9 1.609, N15 1.511, H42 1.164
9 C 2.2179 3.9743 -3.6152  C8 1.609, O10 1.253, N11 1.485
10 O 2.2480 4.7988 -2.6723  C9 1.253
11 N 2.9167 4.3535 -4.8696  C9 1.485, C12 1.469, H43 1.034
12 C 4.2774 4.8538 -4.6320  N11 1.469, O13 1.259, F14 1.418
13 O 4.8546 5.4400 -5.5855  C12 1.259
14 F 5.0262 4.7002 -3.4381  C12 1.418
15 N 2.4141 1.4105 -3.4706  C8 1.511, Br16 1.877, C17 1.482
16 Br 4.0165 1.7573 -2.5561  N15 1.877
17 C 1.6485 0.3350 -2.7965  N15 1.482, N18 1.328, N27 1.500
18 N 2.2530 -0.7955 -2.4510  C17 1.328, C19 1.509, H44 1.043
19 C 1.5275 -1.9014 -1.7258  N18 1.509, O20 1.454, H45 1.142, H46 1.161
20 O 2.3888 -3.0468 -1.4787  C19 1.454, C21 1.438
21 C 3.4128 -2.7332 -0.5193  O20 1.438, C22 1.580, C26 1.564
22 C 4.9537 -2.9330 -0.8042  C21 1.580, C23 1.582, H47 1.156
23 C 6.0538 -2.6171 0.2877  C22 1.582, C24 1.560, H48 1.149
24 C 5.5336 -2.0601 1.6492  C23 1.560, C25 1.562, H49 1.156
25 C 4.0250 -1.8371 1.9865  C24 1.562, C26 1.554, H50 1.138
26 C 2.9881 -2.1925 0.8851  C21 1.564, C25 1.554, H51 1.155
27 N 0.2192 0.7559 -2.6197  C6 1.523, C17 1.500, B28 1.509
28 B -0.4264 0.1538 -3.8436  N27 1.509, C29 1.636, O30 1.467
29 C -2.0373 -0.0232 -4.0652  B28 1.636, H52 1.144, H53 1.145, H54 1.161
30 O 0.4227 -0.3523 -4.9272  B28 1.467, H55 0.993
31 H -4.5532 2.4451 -0.5663  C1 1.157
32 H -4.4321 3.9925 0.4124  C1 1.160
33 H -3.9085 2.4379 1.2448  C1 1.142
34 H -2.3096 4.4216 -0.3386  C2 1.141
35 H -1.6980 2.8007 0.4670  C2 1.156
36 H -3.2861 2.6470 -2.2992  C3 1.142
37 H -2.1341 1.4295 -1.5301  C3 1.162
38 H -1.4967 2.9014 -3.8037  C4 1.163
39 H -1.9412 5.1837 -2.6389  C5 1.157
40 H -0.4142 4.9813 -3.6554  C5 1.146
41 H -0.2628 4.9833 -1.7387  C5 1.141
42 H 1.1798 2.4599 -4.7531  C8 1.164
43 H 2.9058 3.5855 -5.5615  N11 1.034
44 H 3.2563 -0.9932 -2.6566  N18 1.043
45 H 0.9502 -1.5467 -0.8064  C19 1.142
46 H 0.7305 -2.2908 -2.4748  C19 1.161
47 H 5.3315 -3.3277 -1.8225  C22 1.156
48 H 7.1769 -2.7773 0.1066  C23 1.149
49 H 6.2857 -1.7992 2.4873  C24 1.156
50 H 3.6235 -1.4334 2.9722  C25 1.138
51 H 1.8542 -2.0816 1.0739  C26 1.155
52 H -2.4284 0.8456 -4.6983  C29 1.144
53 H -2.5218 -0.0977 -3.0307  C29 1.145
54 H -2.2027 -1.0582 -4.5640  C29 1.161
55 H 0.3459 -1.3419 -4.9672  O30 0.993
56 C -0.6743 0.3847 7.2238  O57 1.421, H65 1.092, H66 1.094, H67 1.094
57 O -1.6601 -0.0781 6.3113  C56 1.421, C58 1.427
58 C -2.3728 0.9755 5.6647  O57 1.427, C59 1.530, H68 1.096, H69 1.094
59 C -2.0135 1.0324 4.1789  C58 1.530, N60 1.464, H70 1.095, H71 1.096
60 N -0.6447 1.5115 3.9808  C59 1.464, C61 1.463, H72 1.014
61 C -0.1559 1.3452 2.6120  N60 1.463, C62 1.536, H73 1.096, H74 1.095
62 C -0.0212 -0.0898 2.0824  C61 1.536, O63 1.423, H75 1.096, H76 1.096
63 O 0.9901 -0.8521 2.7324  C62 1.423, C64 1.422
64 C 0.5732 -1.4844 3.9364  O63 1.422, H77 1.093, H78 1.091, H79 1.093
65 H -0.2926 -0.4753 7.7772  C56 1.092
66 H 0.1612 0.8486 6.6923  C56 1.094
67 H -1.1025 1.0940 7.9383  C56 1.094
68 H -2.2150 1.9428 6.1544  C58 1.096
69 H -3.4361 0.7330 5.7530  C58 1.094
70 H -2.7078 1.7058 3.6654  C59 1.095
71 H -2.1441 0.0250 3.7685  C59 1.096
72 H -0.0236 1.0052 4.6026  N60 1.014
73 H 0.8355 1.8106 2.5777  C61 1.096
74 H -0.7951 1.9205 1.9346  C61 1.095
75 H 0.2910 -0.0170 1.0339  C62 1.096
76 H -0.9745 -0.6295 2.0723  C62 1.096
77 H -0.4808 -1.7725 3.9149  C64 1.093
78 H 0.7769 -0.8379 4.7911  C64 1.091
79 H 1.1731 -2.3889 4.0670  C64 1.093
80 C 4.5980 -4.5585 9.2454  O81 1.419, H89 1.091, H90 1.093, H91 1.094
81 O 3.5625 -5.4935 8.9852  C80 1.419, C82 1.428
82 C 3.0695 -6.1347 10.1627  O81 1.428, C83 1.530, H92 1.096, H93 1.094
83 C 1.6408 -5.6791 10.4654  C82 1.530, N84 1.463, H94 1.095, H95 1.096
84 N 1.6108 -4.2885 10.9205  C83 1.463, C85 1.465, H96 1.014
85 C 0.2636 -3.7166 10.9794  N84 1.465, C86 1.537, H97 1.095, H98 1.095
86 C -0.5075 -3.5836 9.6561  C85 1.537, O87 1.425, H99 1.095, H100 1.095
87 O 0.0517 -2.6340 8.7528  C86 1.425, C88 1.419
88 C 1.0930 -3.1423 7.9331  O87 1.419, H101 1.093, H102 1.091, H103 1.093
89 H 5.0136 -4.2370 8.2887  C80 1.091
90 H 4.2082 -3.6781 9.7627  C80 1.093
91 H 5.3992 -5.0134 9.8354  C80 1.094
92 H 3.7309 -5.9832 11.0229  C82 1.096
93 H 3.0509 -7.2075 9.9484  C82 1.094
94 H 1.2154 -6.3209 11.2436  C83 1.095
95 H 1.0513 -5.8096 9.5513  C83 1.096
96 H 2.1679 -3.7222 10.2901  N84 1.014
97 H 0.3705 -2.7137 11.4061  C85 1.095
98 H -0.3369 -4.2966 11.6886  C85 1.095
99 H -1.5042 -3.2037 9.9028  C86 1.095
100 H -0.6705 -4.5472 9.1614  C86 1.095
101 H 0.9584 -4.2001 7.6926  C88 1.093
102 H 2.0613 -2.9768 8.4083  C88 1.091
103 H 1.0929 -2.5751 6.9983  C88 1.093
104 C -5.4302 0.3143 -11.0233  O105 1.420, H113 1.091, H114 1.093, H115 1.094
105 O -4.0232 0.2406 -11.1994  C104 1.420, C106 1.428
106 C -3.4579 1.4317 -11.7479  O105 1.428, C107 1.530, H116 1.095, H117 1.094
107 C -2.5968 2.1473 -10.7054  C106 1.530, N108 1.464, H118 1.095, H119 1.096
108 N -3.4206 2.7380 -9.6493  C107 1.464, C109 1.464, H120 1.014
109 C -2.6513 3.2099 -8.4971  N108 1.464, C110 1.538, H121 1.095, H122 1.096
110 C -1.8809 2.1582 -7.6818  C109 1.538, O111 1.425, H123 1.096, H124 1.095
111 O -2.7173 1.2443 -6.9776  C110 1.425, C112 1.421
112 C -3.1499 0.1287 -7.7442  O111 1.421, H125 1.093, H126 1.091, H127 1.093
113 H -5.7908 -0.6787 -10.7498  C104 1.091
114 H -5.6872 1.0062 -10.2170  C104 1.093
115 H -5.9265 0.6199 -11.9491  C104 1.094
116 H -4.2216 2.0975 -12.1646  C106 1.095
117 H -2.8108 1.1184 -12.5725  C106 1.094
118 H -2.0203 2.9383 -11.1958  C107 1.095
119 H -1.8946 1.4128 -10.2960  C107 1.096
120 H -4.0867 2.0461 -9.3235  N108 1.014
121 H -3.3660 3.6964 -7.8247  C109 1.095
122 H -1.9550 3.9874 -8.8301  C109 1.096
123 H -1.3197 2.6984 -6.9106  C110 1.096
124 H -1.1315 1.6256 -8.2772  C110 1.095
125 H -2.4125 -0.1774 -8.4907  C112 1.093
126 H -4.1079 0.3463 -8.2177  C112 1.091
127 H -3.3125 -0.7076 -7.0597  C112 1.093